{"formula": "C39H31AsN6PtS2Se", "method": "the ωB97M-V functional and the def2-TZVPD basis", "total_charge": 2, "de_lowest_ev": 2.284, "homo_lumo_gap_ev": [6.0, 6.0], "e_tot_ha": -7385.73444, "species": ["Pt", "N", "C", "C", "C", "C", "C", "C", "N", "C", "C", "C", "C", "N", "C", "C", "H", "H", "H", "H", "H", "H", "H", "H", "H", "C", "C", "C", "C", "C", "C", "As", "C", "C", "C", "C", "C", "C", "C", "C", "C", "C", "C", "C", "H", "H", "H", "H", "H", "H", "H", "H", "H", "H", "H", "H", "H", "S", "C", "N", "C", "C", "S", "H", "H", "H", "H", "H", "Se", "N", "C", "C", "C", "C", "C", "C", "N", "H", "H", "H", "H"], "xyz": [[0.394934, 0.126564, -1.540851], [0.061022, 0.205078, 5.594103], [-0.193590, 0.841359, 6.789072], [-0.128025, 0.412972, 8.113384], [-0.458835, 1.345265, 9.071775], [-0.842646, 2.658542, 8.734847], [-0.908308, 3.076067, 7.426811], [-0.579650, 2.144183, 6.435746], [-0.571206, 2.282375, 5.067374], [-0.192629, 1.119757, 4.604383], [-0.042928, 0.864654, 3.180716], [-0.564544, 1.791020, 2.272966], [-0.402269, 1.587112, 0.925546], [0.250066, 0.514504, 0.437440], [0.749561, -0.387431, 1.296090], [0.618111, -0.248167, 2.659244], [0.290184, -0.766561, 5.483390], [0.165503, -0.592884, 8.380378], [-0.423984, 1.064143, 10.115430], [-1.091757, 3.346933, 9.530300], [-1.205327, 4.080532, 7.160629], [-1.083163, 2.664464, 2.640807], [-0.786617, 2.283653, 0.195863], [1.268721, -1.230851, 0.859741], [1.056432, -1.003510, 3.295965], [-4.703585, -3.978467, -4.266162], [-4.923601, -3.594160, -2.951115], [-3.907006, -2.986170, -2.229214], [-2.667740, -2.783107, -2.827648], [-2.442901, -3.163346, -4.145306], [-3.468620, -3.761064, -4.861739], [-1.273935, -1.996249, -1.739235], [-0.249574, -3.499545, -1.080128], [-0.617377, -4.373416, -0.070960], [0.247210, -5.402023, 0.279475], [1.468362, -5.540707, -0.368104], [1.839511, -4.661213, -1.373512], [0.978871, -3.633624, -1.742566], [1.240734, -2.631618, -2.791765], [2.366757, -2.515158, -3.575679], [2.484733, -1.467797, -4.508086], [1.491487, -0.530717, -4.654864], [0.319564, -0.617607, -3.870412], [0.190489, -1.693851, -2.973319], [-5.497755, -4.448079, -4.830190], [-5.886652, -3.762084, -2.488623], [-4.086731, -2.675097, -1.205767], [-1.478909, -3.008623, -4.614253], [-3.300618, -4.061231, -5.887162], [-1.570930, -4.272513, 0.432894], [-0.033905, -6.101014, 1.055270], [2.133384, -6.347132, -0.091261], [2.790867, -4.790628, -1.872723], [3.175351, -3.228521, -3.482710], [3.372437, -1.410581, -5.123377], [1.584132, 0.261028, -5.385562], [-0.527938, 0.015968, -4.106252], [2.644033, 0.537367, -1.769435], [3.380015, 1.442815, -0.545343], [4.682090, 1.673216, -0.598450], [5.208448, 2.695087, 0.307201], [4.246874, 2.711011, 1.487644], [2.627633, 2.234617, 0.792618], [5.234290, 1.310207, -1.363093], [5.231038, 3.658464, -0.207138], [6.218232, 2.431487, 0.614252], [4.161696, 3.695574, 1.938881], [4.517829, 1.983321, 2.249670], [-3.252279, 0.950096, -2.168534], [-1.531718, 1.464359, -2.104086], [-1.486150, 2.758221, -2.378604], [-0.303141, 3.552138, -2.433371], [-0.428482, 4.870517, -2.724640], [-1.702946, 5.481821, -2.976620], [-2.849879, 4.765537, -2.938162], [-2.772549, 3.369795, -2.635214], [-3.816380, 2.568339, -2.561244], [0.660827, 3.089199, -2.258214], [0.455197, 5.492589, -2.777461], [-1.730740, 6.538259, -3.204210], [-3.819088, 5.204533, -3.127526]], "forces_ev_per_angstrom": [[-0.05, -0.11, -0.18], [0.02, 0.01, -0.03], [-0.02, 0.05, 0.02], [-0.01, 0.01, 0.05], [0.02, -0.07, -0.03], [-0.01, 0.06, -0.05], [0.00, -0.02, 0.04], [0.02, -0.06, 0.06], [-0.01, -0.01, -0.10], [-0.03, 0.04, 0.06], [0.01, 0.00, -0.05], [0.03, -0.01, -0.05], [-0.12, -0.07, 0.00], [-0.13, 0.22, -0.01], [-0.01, -0.10, 0.01], [-0.01, -0.02, -0.02], [0.00, -0.01, 0.00], [0.00, -0.01, 0.01], [0.00, -0.01, 0.00], [0.00, 0.01, 0.00], [0.00, 0.01, 0.00], [-0.01, 0.01, 0.00], [-0.01, 0.03, 0.00], [-0.01, 0.01, 0.02], [0.01, -0.01, 0.00], [0.00, 0.00, 0.01], [0.00, 0.01, -0.01], [-0.02, 0.04, 0.01], [-0.04, 0.14, 0.08], [0.04, -0.03, -0.03], [-0.01, 0.00, -0.02], [0.23, -0.21, -0.02], [0.03, -0.02, -0.05], [-0.03, 0.01, -0.02], [0.00, -0.01, 0.01], [0.01, -0.01, 0.00], [-0.01, 0.01, -0.01], [-0.03, -0.02, 0.05], [0.13, 0.01, -0.09], [-0.08, -0.03, 0.08], [-0.09, 0.10, -0.03], [0.16, -0.03, -0.03], [-0.10, 0.11, 0.19], [-0.11, 0.18, 0.00], [-0.01, 0.00, 0.00], [0.00, 0.00, 0.00], [0.00, -0.01, 0.00], [-0.01, -0.01, 0.01], [0.00, 0.00, -0.01], [0.00, 0.00, 0.00], [0.00, 0.00, 0.01], [0.01, -0.01, 0.00], [0.01, 0.00, -0.01], [0.01, -0.01, 0.00], [0.00, 0.01, -0.01], [0.01, 0.00, -0.01], [-0.01, -0.04, -0.03], [0.01, -0.30, 0.07], [-0.03, 0.12, -0.03], [-0.04, -0.05, 0.06], [0.04, 0.03, 0.03], [0.01, 0.02, -0.04], [0.30, 0.15, 0.02], [-0.01, 0.01, 0.00], [-0.01, -0.01, 0.01], [0.00, 0.02, 0.00], [0.01, 0.00, 0.00], [-0.01, -0.01, 0.00], [0.06, 0.11, 0.04], [-0.06, -0.19, 0.08], [-0.07, -0.06, -0.07], [0.09, 0.08, 0.00], [0.04, -0.07, 0.03], [-0.10, -0.02, 0.00], [0.03, 0.10, -0.01], [-0.02, -0.07, 0.05], [-0.04, -0.01, -0.06], [0.00, 0.01, 0.00], [0.01, 0.00, 0.00], [-0.01, 0.01, 0.00], [0.00, 0.02, -0.01]]}